# C22H48NO4

A cluster of 3 separate species, C22H48NO4 in total in a non-equilibrium geometry (ωB97M-V/def2-TZVPD, the Open Molecules 2025 dataset).

```
75
Properties=species:S:1:pos:R:3:mulliken_charge:R:1
C -0.848 -1.524 3.919 -0.917
O -0.152 -1.080 2.785 0.108
C -0.753 0.089 2.209 -0.590
C -1.676 -0.199 0.994 -0.511
C -0.860 -0.585 -0.298 -0.575
O 0.343 -1.339 -0.041 -0.105
C 1.397 -0.418 -0.169 -0.575
O 2.567 -0.952 0.447 -0.291
C 3.599 0.033 0.304 -0.618
C 3.988 0.675 1.654 -0.480
O 3.255 1.902 1.859 -0.517
C -2.420 1.130 0.582 -0.546
C -1.523 2.390 0.630 1.000
C -1.990 3.577 1.560 -1.482
N -0.446 2.563 -0.044 -0.447
H -1.808 -2.010 3.658 0.343
H -0.209 -2.305 4.393 0.206
H -0.955 -0.720 4.681 0.317
H -1.412 0.538 3.000 0.437
H 0.065 0.833 2.039 0.018
H -0.619 0.278 -0.965 0.184
H -1.521 -1.260 -0.894 0.182
H 1.540 -0.206 -1.260 0.334
H 1.165 0.557 0.308 0.425
H 4.459 -0.481 -0.162 0.334
H 3.212 0.845 -0.340 0.408
H 5.061 0.973 1.589 0.350
H 3.808 0.020 2.525 0.337
H 3.428 2.136 2.770 0.297
H -3.260 1.314 1.290 0.439
H -2.886 1.031 -0.420 -0.366
H -2.526 3.165 2.430 0.353
H -2.602 4.260 0.941 0.267
H -1.073 4.133 1.834 0.407
H -0.030 3.471 0.167 0.228
C -2.902 2.880 -3.067 -0.946
C -4.302 2.539 -2.572 -0.140
C -5.408 2.978 -3.532 -0.946
C -5.496 4.487 -3.771 -0.756
C -5.695 5.330 -2.511 -0.231
C -7.005 5.031 -1.788 -1.207
H -2.762 3.958 -3.174 0.253
H -2.150 2.520 -2.361 0.174
H -2.708 2.411 -4.035 0.310
H -4.458 2.979 -1.582 0.165
H -4.370 1.456 -2.438 0.407
H -6.369 2.612 -3.155 0.340
H -5.259 2.483 -4.497 0.404
H -6.322 4.682 -4.464 0.404
H -4.591 4.829 -4.282 0.313
H -5.695 6.386 -2.801 0.359
H -4.856 5.197 -1.823 0.152
H -7.860 5.205 -2.447 0.296
H -7.113 5.678 -0.915 0.376
H -7.044 3.998 -1.441 0.288
C 2.648 -4.025 -0.231 -0.788
C 3.133 -4.923 0.901 -0.528
C 4.396 -4.399 1.584 -0.537
C 5.627 -4.299 0.680 -0.521
C 6.047 -5.608 0.011 -0.491
C 6.453 -6.690 1.006 -1.219
H 3.388 -3.950 -1.033 0.271
H 1.729 -4.424 -0.666 0.418
H 2.438 -3.018 0.139 -0.011
H 3.296 -5.939 0.524 0.258
H 2.340 -4.999 1.651 0.397
H 4.625 -5.038 2.444 0.337
H 4.189 -3.406 1.996 0.235
H 6.465 -3.919 1.276 0.425
H 5.449 -3.549 -0.096 0.192
H 6.901 -5.401 -0.642 0.392
H 5.247 -5.981 -0.634 0.246
H 7.284 -6.350 1.630 0.286
H 6.771 -7.592 0.479 0.383
H 5.623 -6.964 1.660 0.285
```

Properties
Charge: -1
HOMO level in eV: -1.6
Strongest force on any atom in eV/A: 1.531

***

# C3H10N2O4

The molecule C3H10N2O4 (ωB97M-V/def2-TZVPD, the Open Molecules 2025 dataset).

```
19
Properties=species:S:1:pos:R:3:mulliken_charge:R:1
C -1.049 -0.026 -0.603 1.557
C -1.202 0.839 0.653 -1.796
C -1.084 -1.523 -0.252 -1.570
N 1.385 -0.149 -1.072 -0.108
N 2.161 1.176 0.799 -0.205
O 0.101 0.297 -1.398 -0.367
O 2.204 0.854 -0.558 -0.160
O -2.101 0.302 -1.458 -0.573
O 2.504 0.043 1.574 -0.395
H -1.809 0.146 -2.364 0.339
H 3.469 0.063 1.652 0.336
H 1.331 -0.921 -0.400 0.256
H 1.202 1.415 1.083 0.323
H -0.376 -1.774 0.536 0.389
H -0.970 1.874 0.411 0.447
H -0.576 0.477 1.467 0.332
H -2.240 0.788 0.969 0.423
H -2.084 -1.763 0.098 0.391
H -0.867 -2.116 -1.138 0.381
```

Properties
Structure (SMILES): CC(C)(O)ONONO
HOMO level in eV: -9.5
Strongest force on any atom in eV/A: 0.936

***

# C36H47FN7O11SiY

A structure of composition C36H47FN7O11SiY in a non-equilibrium geometry (ωB97M-V/def2-TZVPD, the Open Molecules 2025 dataset).

```
104
Properties=species:S:1:pos:R:3:mulliken_charge:R:1
Y -0.852 0.873 1.215 0.960
O 0.550 4.053 1.757 -0.547
C 1.269 3.316 0.959 0.575
O 0.797 2.565 0.119 -0.510
C 2.775 3.440 1.167 -0.728
O 3.352 2.168 1.350 -0.351
C 3.240 1.690 2.676 -0.793
C 1.784 1.554 3.190 1.015
O 1.535 1.900 4.333 -0.768
O 0.947 1.055 2.358 -0.447
H -0.435 3.904 1.576 0.566
H 3.221 3.854 0.258 0.327
H 2.974 4.102 2.019 0.398
H 3.705 0.703 2.670 0.266
H 3.789 2.340 3.375 0.302
C -0.261 -3.197 0.346 -1.575
C -1.554 -2.536 -0.028 0.691
C -2.492 -3.217 -0.783 -0.943
C -3.704 -2.599 -1.089 -0.742
C -3.965 -1.350 -0.589 -0.956
C -2.978 -0.694 0.178 0.922
N -1.768 -1.287 0.406 0.687
N -3.089 0.518 0.733 0.474
Si -4.575 1.231 1.275 0.592
C -5.689 2.167 0.007 -1.558
C -5.769 -0.098 1.983 -1.411
C -3.990 2.415 2.651 -0.887
H -0.425 -4.250 0.562 0.647
H 0.181 -2.714 1.214 -0.059
H 0.448 -3.136 -0.478 0.198
H -2.282 -4.217 -1.127 0.504
H -4.432 -3.107 -1.706 0.453
H -4.895 -0.844 -0.784 0.443
H -5.667 1.740 -0.994 0.430
H -5.429 3.218 -0.076 0.315
H -6.725 2.136 0.336 0.438
H -6.518 -0.387 1.253 0.341
H -6.300 0.277 2.852 0.491
H -5.255 -1.003 2.286 0.348
H -3.799 3.409 2.263 0.276
H -3.050 2.057 3.076 -0.112
H -4.725 2.504 3.445 0.627
F -4.277 6.787 -3.654 -0.321
C -3.454 5.723 -3.671 0.227
C -3.432 4.871 -2.624 0.076
N -2.641 3.765 -2.609 0.309
C -2.565 2.956 -1.413 0.609
C -1.906 3.731 -0.226 0.994
O -1.683 4.918 -0.347 -0.685
O -1.670 3.027 0.818 -0.436
C -1.808 3.472 -3.670 0.350
O -1.119 2.475 -3.712 -0.635
N -1.845 4.372 -4.706 -0.063
C -2.604 5.537 -4.835 0.208
O -2.514 6.234 -5.815 -0.628
H -4.061 5.031 -1.762 0.461
H -1.976 2.063 -1.636 -0.715
H -3.559 2.652 -1.089 -0.845
H -1.215 4.175 -5.477 0.256
C 0.384 -1.547 4.147 -0.994
C -0.454 -0.384 4.661 -0.526
O -1.485 -0.025 3.726 -0.117
C -2.680 -0.776 3.945 0.216
C -3.497 -0.278 5.138 -1.540
H 1.158 -1.789 4.869 0.479
H 0.850 -1.258 3.205 -0.115
H -0.227 -2.433 3.980 0.387
H 0.169 0.505 4.789 0.399
H -0.905 -0.630 5.627 0.438
H -2.426 -1.835 4.081 0.562
H -3.263 -0.665 3.030 -0.592
H -3.066 -0.586 6.087 0.484
H -4.500 -0.689 5.068 0.417
H -3.559 0.806 5.121 0.243
C 8.006 -4.705 -4.969 -1.428
C 7.213 -4.471 -3.719 0.710
C 6.847 -3.188 -3.332 -0.609
C 6.110 -2.972 -2.182 -0.379
C 5.687 -4.049 -1.404 0.283
N 4.883 -3.859 -0.267 -0.037
C 3.811 -3.019 -0.099 0.173
O 3.268 -2.891 0.976 -0.669
N 3.398 -2.407 -1.262 0.065
C 2.429 -1.434 -1.441 0.405
C 2.193 -0.983 -2.741 -0.788
C 1.233 -0.013 -2.936 -1.383
C 0.508 0.445 -1.847 -0.244
N 0.700 0.002 -0.603 0.904
C 1.670 -0.887 -0.401 -0.838
C 6.098 -5.332 -1.757 -0.742
C 6.856 -5.532 -2.894 -0.662
H 7.816 -3.925 -5.703 0.363
H 7.761 -5.671 -5.409 0.373
H 9.072 -4.702 -4.740 0.290
H 7.145 -2.340 -3.933 0.389
H 5.883 -1.963 -1.875 0.571
H 5.051 -4.466 0.524 0.323
H 3.841 -2.728 -2.113 0.366
H 2.762 -1.383 -3.569 0.457
H 1.026 0.391 -3.913 0.598
H -0.228 1.220 -2.000 0.352
H 1.860 -1.190 0.618 0.574
H 5.816 -6.173 -1.142 0.401
H 7.169 -6.532 -3.154 0.377
```

Properties
HOMO level in eV: -7.9
Strongest force on any atom in eV/A: 1.238

***

# C6H16S4

A cluster of 2 separate species, C6H16S4 in total in a non-equilibrium geometry (ωB97M-V/def2-TZVPD, the Open Molecules 2025 dataset).

```
26
Properties=species:S:1:pos:R:3:mulliken_charge:R:1
S 0.846 0.091 -4.169 -0.037
S -2.058 0.070 -2.840 -0.110
C 0.248 1.525 -5.101 -0.814
C -1.398 -0.178 -1.185 -0.788
C -0.705 -0.677 -3.924 -0.642
H -0.548 2.104 -4.604 0.276
H -0.123 1.190 -6.085 0.274
H 1.117 2.186 -5.260 0.308
H -1.905 0.395 -0.390 0.265
H -0.403 0.265 -1.358 0.312
H -1.266 -1.217 -0.840 0.304
H -1.228 -0.673 -4.900 0.295
H -0.530 -1.732 -3.640 0.352
S 1.534 -1.084 4.452 -0.091
S 0.239 0.180 1.944 -0.126
C 1.632 0.648 5.104 -0.754
C -1.317 -0.664 2.422 -0.864
C 1.582 -0.784 2.603 -0.594
H 0.946 1.330 4.575 0.253
H 2.668 0.987 4.933 0.259
H 1.419 0.701 6.185 0.316
H -1.380 -0.648 3.523 0.363
H -1.229 -1.712 2.090 0.259
H -2.250 -0.242 2.010 0.327
H 2.570 -0.324 2.411 0.353
H 1.540 -1.738 2.043 0.304
```

Properties
Structure (SMILES): CSCSC.CSCSC
HOMO level in eV: -8.5
Strongest force on any atom in eV/A: 2.045

***

Table of HOMO-LUMO gap (eV), in record order: 4.4; 10.2; 8.2; 9.2